The following is a quantum chemistry calculation of a structure of composition C6H19CaN3O2P, from OMol25.

Output
Electronic energy (eV): -42810.5581
Charge: +1
Relative energy (zero: lowest compared OMol25 entry of this formula, charge and spin) (kJ/mol): 917.1
HOMO energy (eV): -9.623
HOMO-LUMO gap (eV): 2.08

Atoms and positions in Å:
Ca -2.221 -0.304 7.734
O -3.770 -2.146 4.620
H -4.244 -2.563 3.875
O 1.337 2.069 -1.386
P 0.599 0.919 -0.801
N 1.766 -0.134 -0.185
C 3.118 0.005 -0.539
C 1.360 -1.432 0.372
N -0.081 -0.020 -1.967
C -0.873 -1.163 -1.549
C 0.401 0.053 -3.341
N -0.638 1.112 0.428
C -1.903 1.718 0.053
C -0.270 1.482 1.862
H 3.494 -0.484 -1.438
H 3.591 -0.578 0.250
H 3.637 0.962 -0.489
H 2.126 -1.997 0.903
H 0.952 -2.167 -0.322
H 0.759 -1.310 1.274
H -1.138 -1.283 -0.498
H -1.836 -1.052 -2.047
H -0.368 -2.060 -1.907
H 0.118 0.914 -3.945
H 1.458 -0.200 -3.434
H -0.173 -0.654 -3.939
H -2.261 1.350 -0.909
H -2.668 1.376 0.751
H -1.905 2.808 0.058
H -0.104 0.604 2.486
H -0.971 2.223 2.247
H 0.710 1.951 1.782

These are the Mulliken partial charges, in e, on atoms 1 to 8: 1.4757 -0.7252 0.2486 -0.8443 0.3490 0.2468 -0.9873 -0.9559

The following is a quantum chemistry calculation of a structure of composition C6H19GaIN4O3, from OMol25.

Output
Electronic energy (eV): -79114.5940
Charge: -1
HOMO energy (eV): -4.568
HOMO-LUMO gap (eV): 6.26

Atoms and positions in Å:
C 1.070 1.986 4.339
C 1.009 1.827 2.824
C 0.723 0.396 2.357
C 1.988 -0.466 2.223
O 2.875 -0.213 3.271
Ga 4.665 -0.626 3.092
I 5.723 1.706 2.348
H 0.074 1.874 4.784
H 1.730 1.232 4.766
H 1.456 2.968 4.628
H 1.966 2.142 2.395
H 0.238 2.498 2.424
H 0.012 -0.075 3.049
H 0.238 0.416 1.375
H 2.442 -0.254 1.242
H 1.690 -1.526 2.189
H 4.880 -1.626 1.877
H 5.312 -0.978 4.491
C -0.048 -0.093 -1.622
O 0.649 -0.928 -1.078
N 0.425 1.162 -1.917
N -1.348 -0.323 -1.977
H -0.146 1.883 -2.313
H 1.354 1.376 -1.604
H -1.715 -1.231 -1.774
H -1.939 0.317 -2.473
C -4.244 -1.317 -4.534
O -3.826 -0.464 -3.773
N -4.832 -1.003 -5.730
N -4.161 -2.653 -4.256
H -5.169 -1.691 -6.376
H -4.898 -0.031 -5.964
H -3.712 -2.918 -3.400
H -4.480 -3.366 -4.882

These are the Mulliken partial charges, in e, on atoms 1 to 8: -1.1931 -0.2984 -0.2847 -0.4538 -0.2804 0.2981 -0.5563 0.3422

The following is a quantum chemistry calculation of a structure of composition C6H19Hg2O6, from OMol25.

Output
Electronic energy (eV): -27107.9334
Charge: +4
HOMO energy (alpha / beta) (eV): -20.533 / -20.337
HOMO-LUMO gap (alpha / beta) (eV): 2.66 / 2.73
Spin multiplicity: 2

Atoms and positions in Å:
Hg -8.183 -15.837 10.200
Hg -10.163 -19.361 11.193
C -11.351 -15.511 13.634
C -10.515 -16.255 12.602
O -10.527 -17.539 12.499
O -9.775 -15.623 11.793
H -11.715 -16.110 14.469
H -12.231 -15.023 13.215
H -10.796 -14.772 14.212
C -10.937 -12.058 14.307
O -9.586 -12.011 13.754
H -10.866 -12.244 15.379
H -11.309 -11.037 14.230
H -11.443 -12.845 13.748
H -9.058 -12.349 14.481
C -15.119 -16.490 14.364
O -15.304 -15.485 13.333
H -15.609 -17.464 14.356
H -14.050 -16.699 14.409
H -15.359 -15.977 15.295
H -14.793 -14.709 13.575
C -10.873 -15.001 17.735
O -12.207 -15.260 18.106
H -10.294 -14.278 18.309
H -10.259 -15.901 17.711
H -10.900 -14.640 16.707
H -12.530 -16.078 17.722
C -13.110 -18.189 10.425
O -12.428 -19.407 10.744
H -13.967 -18.026 11.078
H -12.451 -17.321 10.446
H -13.670 -18.259 9.493
H -13.107 -20.084 10.800

These are the Mulliken partial charges, in e, on atoms 1 to 8: 0.8436 1.6113 -0.5734 0.5660 -0.7203 -0.6931 0.3527 0.3899

| no. | maximum force (eV/A) |
| --- | --- |
| 1 | 3.01 |
| 2 | 0.30 |
| 3 | 3.68 |